Density functional theory data (the ωB97M-V functional and the def2-TZVPD basis) for C44H54HfN7O2S as an isolated structure.

Element x y z (Å)
Hf: 0.53133 0.41826 -0.64180
C: 3.77464 0.56894 5.00839
C: 4.18131 1.29451 3.72291
C: 3.63446 0.63500 2.49651
C: 4.24288 -0.27043 1.67872
C: 5.62042 -0.84189 1.78769
C: 5.63680 -2.20404 2.48561
C: 3.26457 -0.65778 0.69577
N: 2.08234 0.01094 0.89718
C: 2.28790 0.78928 2.00805
C: 1.31738 1.55220 2.63177
C: -0.01844 1.61849 2.29061
C: -1.02124 2.27423 3.09270
C: -0.75227 2.98973 4.37909
C: -0.60985 2.03192 5.56508
C: -2.22003 2.03152 2.49341
C: -1.93979 1.22854 1.32995
C: -2.90133 0.70622 0.49028
C: -2.66168 -0.14681 -0.56845
N: -1.42087 -0.57959 -0.96803
C: -1.66133 -1.46828 -1.99025
C: -0.70580 -2.25376 -2.59897
C: 0.62097 -2.35726 -2.22264
N: 1.21920 -1.60777 -1.23835
C: 2.50961 -2.08075 -1.15739
C: 3.46607 -1.61694 -0.27588
C: 2.72572 -3.13373 -2.11340
C: 1.54905 -3.29939 -2.78521
C: 1.21088 -4.31181 -3.83286
C: 0.51794 -5.54491 -3.24665
C: 3.99252 -3.91600 -2.25279
C: 4.13561 -4.99321 -1.17433
C: -3.07085 -1.55000 -2.27483
C: -3.69546 -0.73761 -1.37839
C: -5.16250 -0.51521 -1.18959
C: -5.74942 -1.35412 -0.05184
C: -3.68603 -2.45326 -3.29533
C: -3.84296 -3.88763 -2.78290
N: -0.59300 1.00664 1.20136
C: -3.58951 2.41236 2.95822
C: -4.28928 1.27398 3.70558
H: 4.16907 1.07924 5.88715
H: 4.15338 -0.45344 5.01064
H: 2.68883 0.51472 5.10359
H: 5.26964 1.33190 3.65368
H: 3.84939 2.33555 3.76513
H: 6.25601 -0.14383 2.33510
H: 6.06227 -0.93028 0.79210
H: 5.24004 -2.12760 3.49857
H: 6.65177 -2.59675 2.54744
H: 5.02341 -2.93030 1.94971
H: 1.62092 2.09283 3.51881
H: -1.56357 3.69326 4.57433
H: 0.15334 3.59628 4.28495
H: -1.53040 1.46765 5.71698
H: -0.38905 2.57571 6.48348
H: 0.19032 1.31012 5.39399
H: -3.93332 0.95083 0.70490
H: -1.04053 -2.90473 -3.39505
H: 4.44795 -2.06709 -0.33079
H: 2.12434 -4.61556 -4.34672
H: 0.57586 -3.85714 -4.59698
H: 1.16511 -6.04574 -2.52580
H: 0.26372 -6.25939 -4.02947
H: -0.40030 -5.26908 -2.72531
H: 4.85008 -3.23936 -2.21611
H: 4.01999 -4.38005 -3.23989
H: 4.13399 -4.55394 -0.17542
H: 5.06567 -5.54766 -1.29980
H: 3.30833 -5.70235 -1.21978
H: -5.68087 -0.75014 -2.12079
H: -5.35440 0.54568 -1.00127
H: -5.60324 -2.41812 -0.23985
H: -6.81860 -1.17129 0.05598
H: -5.26733 -1.12261 0.89931
H: -3.08384 -2.44725 -4.20703
H: -4.66302 -2.05922 -3.58046
H: -2.88108 -4.30337 -2.47847
H: -4.26505 -4.53350 -3.55273
H: -4.50142 -3.91850 -1.91417
H: -4.19771 2.72371 2.10463
H: -3.51862 3.28608 3.60839
H: -4.38836 0.39012 3.07341
H: -5.28574 1.57392 4.02992
H: -3.71859 0.98079 4.58728
C: 1.47394 4.45056 0.94291
C: 1.05105 3.77360 -0.32728
O: 1.07272 2.53117 -0.39781
N: 0.66191 4.55360 -1.32573
C: 0.28977 4.09462 -2.65352
C: -1.18284 3.81684 -2.82391
C: -1.83635 4.22482 -3.97594
C: -3.18250 3.92878 -4.11986
C: -3.82188 3.25638 -3.09561
C: -3.08235 2.89691 -1.97866
N: -1.78386 3.15190 -1.83639
H: 2.27893 3.87607 1.39397
H: 0.62583 4.44560 1.63084
H: 1.79267 5.47817 0.77799
H: 0.66084 5.54459 -1.14821
H: 0.84407 3.18236 -2.85018
H: 0.62627 4.84063 -3.37133
H: -1.30008 4.76626 -4.74442
H: -3.72022 4.23053 -5.00888
H: -4.87407 3.01363 -3.15134
H: -3.55690 2.37646 -1.15760
O: 2.64481 0.82875 -1.94603
S: 1.82021 0.80970 -3.19414
N: 0.36970 0.76743 -2.90144

The calculation puts the energy at -73174.715 eV. Its charge is +1. The HOMO energy comes out at -9.128 eV. As for the spin multiplicity: 1.

Density functional theory data (the ωB97M-V functional and the def2-TZVPD basis) for a 13-piece molecular cluster, C5H37N2O13 overall at a distorted geometry.

Element x y z (Å)
O: 2.91240 -2.47165 0.74193
C: 1.92225 -1.87154 1.16980
N: 1.77594 -1.87548 2.51160
C: 0.84472 -1.20033 3.44244
C: 1.15767 -1.15821 0.03944
N: 0.00863 -0.31187 0.55270
C: 1.86590 -0.51914 -2.35726
C: 2.12725 -0.35078 -0.86910
H: 2.41153 -2.44509 3.03007
H: 1.39527 -0.91529 4.32851
H: 0.64713 -0.21161 3.04593
H: -0.05490 -1.78632 3.58693
H: 0.74046 -1.83106 -0.70419
H: 0.27759 0.67657 0.67108
H: -0.41634 -0.66438 1.42355
H: -0.77647 -0.34690 -0.09975
H: 2.80930 -0.56706 -2.90196
H: 1.35028 -1.44811 -2.62078
H: 1.26473 0.23017 -2.87747
H: 2.20332 0.65295 -0.47686
H: 3.05367 -0.87024 -0.71078
H: 2.89608 3.30879 1.46609
H: 2.83261 2.60657 0.26278
O: 2.57408 2.43174 1.18719
H: 0.37468 3.08816 -0.86249
H: 0.85329 2.36409 -2.02251
O: 0.81572 2.25256 -1.05879
H: -4.22013 1.54456 0.67261
H: -3.83458 1.05840 -0.74692
O: -3.47636 1.23006 0.14668
H: 0.79112 -5.35480 1.36970
H: 1.41503 -4.07518 1.76362
O: 0.55070 -4.43895 1.53169
H: 3.52936 0.56948 3.67358
H: 2.96596 1.19153 2.40387
O: 2.69855 0.69943 3.20066
H: -0.64265 -2.58222 1.91040
H: -2.10054 -2.70307 2.02250
O: -1.44687 -2.17776 1.54560
H: -2.44064 2.72248 -0.47039
H: -1.89798 2.20825 -1.84403
O: -1.77168 2.87076 -1.15960
H: -2.01080 -1.85058 -2.27615
H: -1.57739 -1.52231 -3.74616
O: -1.84834 -1.13105 -2.91101
H: -0.48682 3.24386 -4.38125
H: -1.11736 3.87923 -3.04953
O: -0.50641 3.23643 -3.42252
H: -3.40960 -1.25570 -0.46858
H: -3.27685 -2.90016 -0.48045
O: -2.87762 -2.03953 -0.59512
H: -4.02346 1.10283 -3.48207
H: -2.66651 0.46469 -2.97784
O: -3.41058 1.05631 -2.74757
H: 0.42384 3.03689 1.39015
H: -1.01744 2.76061 1.45802
O: -0.18073 2.38895 1.77198

The calculation puts the energy at -35377.867 eV. Its charge is +1. The HOMO energy comes out at -12.293 eV. As for the spin multiplicity: 1. The energy above the lowest of the compared OMol25 structures with the same formula, charge and spin comes out at 78.73 kcal/mol.

Density functional theory data (the ωB97M-V functional and the def2-TZVPD basis) for a 2-piece molecular cluster, C3H12NO overall at a distorted geometry.

Element x y z (Å)
C: 0.12625 0.04505 -0.16793
C: 1.52380 0.12105 0.43713
C: 2.52579 -0.29662 -0.62989
N: -0.93984 0.20865 0.88347
H: -0.05735 -0.93671 -0.61522
H: -0.05599 0.78544 -0.94759
H: 1.68438 1.16822 0.69974
H: 1.55154 -0.50888 1.33549
H: 2.54566 0.51642 -1.36556
H: 2.19724 -1.17369 -1.20014
H: 3.54216 -0.50002 -0.30421
H: -0.82751 1.07076 1.41758
H: -0.89554 -0.62135 1.47329
H: -1.89576 0.17407 0.42590
H: -3.89627 0.69093 -0.50715
H: -3.88750 -0.73281 -0.45351
O: -3.24107 -0.01051 -0.48142

The calculation puts the energy at -6837.128 eV. Its charge is +1. The HOMO energy comes out at -15.832 eV. As for the spin multiplicity: 1. The energy above the lowest of the compared OMol25 structures with the same formula, charge and spin comes out at 6.61 kcal/mol.

Density functional theory data (the ωB97M-V functional and the def2-TZVPD basis) for a 15-piece molecular cluster, H31O15 overall at a distorted geometry.

Element x y z (Å)
O: 0.76363 1.36348 -3.57790
H: -0.10177 1.98240 -0.75181
H: 1.05242 -4.82897 1.74285
O: 0.66442 -4.04614 1.35494
H: 0.19220 -0.87632 -3.30313
H: 0.23336 1.28218 3.08263
O: 0.22239 3.76247 1.96161
H: -4.04880 1.35070 -1.05616
H: 0.62587 -3.07803 -2.66158
O: 0.95839 1.78921 3.62021
H: 2.45486 -0.80536 2.27320
H: 3.81607 -0.78684 -1.45502
O: -0.48737 1.94863 0.12647
H: 1.73771 1.74815 3.03803
H: -0.80370 -0.13152 -3.95737
O: 2.84812 2.35759 -0.70209
H: -0.41340 3.70734 1.23774
H: 0.00378 4.54175 2.48487
O: -3.31850 1.81534 -0.61835
H: 2.75876 1.38491 -0.72136
H: -2.06222 -1.41836 0.53363
O: -0.03652 -0.11541 2.38769
H: -3.28967 2.57891 -1.21402
H: -0.96829 -2.22418 -0.11948
O: 3.29571 -0.80755 1.81832
H: -1.41537 1.68785 0.03213
H: -4.23731 -2.55626 -1.16040
O: 2.98128 -0.41124 -1.15031
H: -0.97966 0.06215 2.43539
O: -0.60447 -1.06945 -3.80340
H: 0.14652 -4.15320 0.55790
H: 2.32222 -0.79865 -1.73821
O: -1.15000 -1.33723 0.22486
H: 3.66899 -1.60804 1.45151
H: 3.37765 2.49049 -1.49745
O: -3.96598 -2.97395 -0.32833
H: 1.09095 2.08564 -3.03439
H: -3.03529 -2.72067 -0.41123
O: 0.66022 -3.70055 -1.93726
H: 1.34613 1.25259 -4.33530
H: -3.56904 1.21713 2.38928
O: -2.68690 1.07641 2.03549
H: -2.75508 0.44719 1.31389
H: 0.73322 2.74521 3.59843
H: 0.41321 -0.27992 1.55725
H: 1.56127 -3.94988 -1.72374

The calculation puts the energy at -31208.510 eV. Its charge is +1. The HOMO energy comes out at -13.738 eV. As for the spin multiplicity: 1. The energy above the lowest of the compared OMol25 structures with the same formula, charge and spin comes out at 69.86 kcal/mol.

Density functional theory data (the ωB97M-V functional and the def2-TZVPD basis) for C32H24N7O2ReS as an isolated structure.

Element x y z (Å)
Re: 0.08073 1.17346 -0.99182
O: -0.97703 3.26421 2.39187
C: -0.41775 2.93881 1.36902
N: -0.98504 2.39430 0.25220
C: -2.39844 2.37567 0.14270
C: -3.27146 3.32837 0.65035
C: -4.62670 3.17749 0.40106
C: -5.10055 2.10101 -0.33942
C: -4.22869 1.14997 -0.84617
C: -2.87188 1.30108 -0.59388
N: -1.83375 0.45557 -1.07031
C: -2.09138 -0.87455 -1.22625
O: -3.06233 -1.48539 -0.82957
C: -1.01979 -1.53056 -2.02189
C: -1.20875 -2.80705 -2.50510
C: -0.28453 -3.31996 -3.39848
C: 0.78149 -2.51717 -3.75904
C: 0.92575 -1.26668 -3.18379
N: 0.04374 -0.75935 -2.30901
C: 1.03592 3.17096 1.15336
C: 1.75835 3.91418 2.06083
C: 3.04883 4.28763 1.73097
C: 3.53822 3.90954 0.49346
C: 2.76619 3.11813 -0.33682
N: 1.52374 2.72001 -0.01632
H: -2.90420 4.16543 1.22253
H: -5.32041 3.91066 0.78925
H: -6.16095 1.99993 -0.52579
H: -4.59503 0.31550 -1.42311
H: -2.08806 -3.34720 -2.18465
H: -0.40337 -4.31007 -3.81696
H: 1.51456 -2.84263 -4.48296
H: 1.77949 -0.66709 -3.44367
H: 1.27534 4.19703 2.98509
H: 3.64763 4.88072 2.40859
H: 4.51731 4.21657 0.15531
H: 3.16232 2.81028 -1.28749
N: -1.59492 -1.01349 1.83268
C: -0.31783 -1.37752 1.79383
S: 0.86219 -0.36943 1.07569
N: 0.06975 -2.54667 2.30916
C: -0.60654 -3.39160 3.23884
C: -1.53230 -2.90968 4.15512
C: -2.12388 -3.79112 5.04951
C: -1.78810 -5.13524 5.04519
C: -0.84222 -5.60274 4.14361
C: -0.25310 -4.73594 3.23972
H: -1.87086 -0.15179 1.38841
H: -2.31330 -1.63813 2.16386
H: 1.02404 -2.79367 2.09430
H: -1.76094 -1.85500 4.21997
H: -2.84001 -3.41281 5.76608
H: -2.25177 -5.81362 5.74754
H: -0.56201 -6.64713 4.14069
H: 0.47803 -5.10068 2.52857
N: 6.41644 0.96558 -4.97205
C: 5.44940 1.00415 -4.35438
C: 4.24286 1.04461 -3.57445
C: 3.14303 1.76644 -4.03132
C: 1.97668 1.78740 -3.27537
C: 1.89849 1.10115 -2.06508
C: 3.01451 0.39189 -1.61337
C: 4.17817 0.35790 -2.36121
H: 3.20294 2.30189 -4.96926
H: 1.12730 2.35014 -3.64684
H: 2.98277 -0.13996 -0.67003
H: 5.04165 -0.19371 -2.01351

As for the expectation value of S²: 3.774. The calculation puts the energy at -61060.084 eV. Its charge is +1. The HOMO energy (spin up / spin down) comes out at -10.550 / -10.867 eV. As for the spin multiplicity: 4.

Density functional theory data (the ωB97M-V functional and the def2-TZVPD basis) for a 11-piece molecular cluster, C26H79N17O11 overall at a distorted geometry.

Element x y z (Å)
C: 5.84884 -3.56447 8.86512
O: 6.18495 -4.32235 7.74479
C: 6.22720 -3.48669 6.52958
C: 4.88319 -3.01679 5.97107
C: 3.68684 -3.98759 5.95403
N: 5.12901 -2.74849 4.57770
H: 6.27170 -2.57543 8.68875
H: 6.22159 -4.02151 9.78178
H: 4.80174 -3.28767 8.98784
H: 6.99510 -2.71712 6.60813
H: 6.74153 -4.19143 5.87618
H: 4.65456 -2.14000 6.57695
H: 3.55299 -4.47417 6.92017
H: 3.97689 -4.87462 5.39087
H: 2.73668 -3.68811 5.51175
H: 4.51716 -2.04507 4.18917
H: 5.25912 -3.58828 4.03186
C: -0.15217 0.57538 7.76929
O: 0.02076 1.96439 7.40242
C: -0.18217 2.29631 6.02849
C: 0.51816 3.67869 5.75825
C: 0.14512 4.82024 6.71657
N: 0.38879 3.97946 4.33064
H: -0.44250 0.56893 8.81989
H: 0.73606 -0.02187 7.56333
H: -1.07965 0.24322 7.30287
H: 0.02295 1.44271 5.38243
H: -1.25458 2.36066 5.84432
H: 1.57147 3.45533 5.92777
H: -0.93259 4.66680 6.77217
H: 0.47802 5.82015 6.43819
H: 0.40206 4.63881 7.76019
H: 0.99202 3.37508 3.79123
H: -0.50597 3.88057 3.87269
C: -7.21297 0.09942 -1.30964
O: -6.75900 0.61513 -0.01593
C: -7.37684 1.90939 0.19717
C: -6.69212 2.53237 1.46600
C: -7.24459 3.89706 1.79213
N: -5.24346 2.65201 1.25203
H: -8.28126 -0.11281 -1.35206
H: -6.78992 -0.87870 -1.53855
H: -6.92682 0.85876 -2.03740
H: -7.22936 2.60254 -0.63102
H: -8.45755 1.84714 0.32477
H: -6.88754 1.80223 2.25135
H: -8.29546 3.81069 2.06841
H: -7.08776 4.46534 0.87532
H: -6.76249 4.35604 2.65527
H: -4.74157 1.79604 1.44050
H: -4.98547 2.89353 0.30588
C: 9.33752 -0.80541 -4.51097
O: 8.37512 -0.24434 -5.47269
C: 7.13516 -1.03378 -5.30601
C: 5.93420 -0.55044 -6.07134
C: 5.36902 0.79321 -5.59909
N: 4.86430 -1.53059 -5.82889
H: 8.92589 -0.65341 -3.51320
H: 10.18679 -0.13366 -4.63589
H: 9.56044 -1.87105 -4.45791
H: 7.28782 -2.04895 -5.67237
H: 6.82522 -1.08922 -4.26248
H: 6.15280 -0.47376 -7.13645
H: 4.91473 0.90337 -4.61442
H: 4.53816 0.99026 -6.27654
H: 5.99664 1.67424 -5.73319
H: 3.98614 -1.05795 -5.98874
H: 4.84352 -2.14291 -6.63185
C: -4.24163 -3.86627 4.90246
O: -3.40605 -2.84296 4.33556
C: -3.60946 -2.50997 2.99118
C: -3.39016 -3.66072 2.02551
C: -2.04801 -4.37853 1.98611
N: -3.52290 -3.26172 0.70546
H: -4.03825 -4.83033 4.43631
H: -5.28755 -3.56147 4.93779
H: -3.95391 -4.07181 5.93351
H: -4.63908 -2.16265 2.90551
H: -3.06885 -1.57568 2.83965
H: -4.03483 -4.53368 2.12773
H: -1.77399 -5.13051 1.24615
H: -2.05155 -4.86748 2.96027
H: -1.18864 -3.70939 2.02906
H: -2.80304 -2.56224 0.59311
H: -4.41031 -2.78065 0.67116
N: 1.48084 -0.67101 -1.79525
C: 0.58593 0.20595 -1.46399
N: -0.22599 0.56778 -2.46029
O: 0.54305 0.68171 -0.35105
H: 1.58383 -1.01326 -2.73990
H: 2.07644 -1.04803 -1.07191
H: 0.01819 0.06237 -3.29996
H: -0.43122 1.55265 -2.54973
N: -2.77175 -3.64655 -5.58702
C: -2.13280 -3.16480 -6.61602
N: -2.45440 -3.75017 -7.68211
O: -1.23303 -2.38416 -6.50505
H: -3.55967 -4.23800 -5.80946
H: -2.64755 -3.40355 -4.61459
H: -1.80297 -3.73241 -8.45376
H: -3.30593 -4.29318 -7.67055
N: -1.32046 2.02918 -7.80519
C: -2.25764 2.84321 -7.48115
N: -2.84411 2.37754 -6.41175
O: -2.57916 3.92177 -7.97298
H: -1.31079 1.13911 -7.32792
H: -0.60136 2.30366 -8.45915
H: -2.40993 1.66697 -5.84020
H: -3.49016 3.01749 -5.97221
N: 5.67403 -7.40815 -0.87988
C: 6.01664 -6.22390 -1.29539
N: 5.35667 -5.86104 -2.33995
O: 6.80233 -5.45019 -0.82545
H: 5.94047 -7.76497 0.02664
H: 5.22797 -7.98546 -1.57834
H: 4.86516 -6.55315 -2.88722
H: 5.35997 -4.94464 -2.76456
N: -6.39944 7.58204 -3.64379
C: -5.54659 7.14575 -2.75511
N: -5.32728 8.07204 -1.86416
O: -5.03637 5.98863 -2.74417
H: -6.83649 7.19700 -4.46892
H: -6.78832 8.48241 -3.40254
H: -5.61310 9.02134 -2.05716
H: -4.70358 7.76214 -1.13268
N: -0.01361 5.85024 -1.91181
C: 1.00450 5.63125 -2.65522
N: 0.52548 5.46978 -3.90102
O: 2.19843 5.56422 -2.30393
H: -0.88211 5.67604 -2.39707
H: 0.05286 5.72822 -0.91141
H: 1.22336 5.29032 -4.60874
H: -0.21630 6.12506 -4.10215

The calculation puts the energy at -76093.367 eV. The HOMO energy comes out at -8.682 eV. As for the spin multiplicity: 1. The energy above the lowest of the compared OMol25 structures with the same formula, charge and spin comes out at 198.43 kcal/mol.